Entry 1:
DFT (ωB97M-V with the def2-TZVPD basis set) results for C30H39N4O4PRuS3 as an isolated structure in a non-equilibrium geometry.

Calculated values
Expectation value of S²   0.76
Spin multiplicity   2
E_LUMO (spin up / spin down)   1.969 / 1.627 eV
Net charge   -1
HOMO energy (spin up / spin down)   -4.312 / -4.236 eV

Each line ends with the Mulliken charge.
Atoms and positions in Å:
Ru  0.020  0.536  -0.149  -0.982
C  -5.196  1.820  -0.296  -0.810
S  -4.667  0.384  -1.236  -0.094
C  -2.973  0.225  -0.772  0.508
S  -2.196  1.384  0.096  -0.403
N  -2.480  -0.901  -1.235  -1.367
N  -1.130  -1.130  -0.881  0.756
C  -0.826  -2.309  -1.266  -0.891
C  0.336  -3.200  -0.953  1.031
C  0.372  -4.395  -1.648  -0.845
C  1.377  -5.312  -1.365  -0.635
C  2.291  -5.006  -0.380  -0.853
C  2.160  -3.788  0.277  -0.456
N  1.209  -2.903  -0.015  0.743
H  -6.251  1.950  -0.540  0.350
H  -4.637  2.709  -0.581  0.299
H  -5.083  1.648  0.773  0.251
H  -1.594  -2.771  -1.881  0.357
H  -0.383  -4.604  -2.397  0.479
H  1.434  -6.248  -1.907  0.386
H  3.082  -5.692  -0.105  0.445
H  2.843  -3.504  1.069  0.224
C  0.458  1.924  3.863  -1.759
C  -0.369  0.675  3.533  0.663
C  -0.488  -0.230  4.777  -1.756
P  0.150  -0.238  2.031  2.842
C  -0.680  -1.903  2.121  1.856
C  -2.187  -1.714  2.339  -1.480
C  -0.108  -3.032  2.996  -1.674
C  1.921  -0.563  2.077  -0.448
C  2.591  -0.902  3.258  -0.107
C  3.942  -1.189  3.296  0.532
C  4.657  -1.467  4.594  -1.822
C  4.620  -1.157  2.070  -1.240
C  3.993  -0.794  0.897  -0.003
C  2.628  -0.419  0.869  -0.909
N  2.004  0.046  -0.274  1.276
C  2.854  0.667  -1.260  0.330
C  2.706  0.337  -2.609  0.817
C  1.641  -0.618  -3.074  -1.358
C  3.535  0.917  -3.562  -1.098
C  4.520  1.831  -3.223  0.543
C  5.407  2.452  -4.273  -1.608
C  4.621  2.176  -1.885  -1.082
C  3.799  1.631  -0.901  1.485
C  3.951  2.198  0.496  -1.730
H  -0.047  2.463  4.670  0.514
H  0.576  2.585  3.015  0.193
H  1.455  1.640  4.214  0.308
H  -1.368  1.019  3.248  0.849
H  0.230  0.100  5.531  0.498
H  -0.301  -1.282  4.594  0.337
H  -1.485  -0.151  5.215  0.307
H  -0.532  -2.206  1.100  -1.098
H  -2.408  -1.404  3.365  0.244
H  -2.718  -2.654  2.155  0.443
H  -2.599  -0.962  1.662  0.266
H  -0.659  -3.145  3.932  0.592
H  0.950  -2.899  3.232  0.287
H  -0.192  -3.982  2.458  0.262
H  2.029  -0.944  4.187  0.241
H  3.978  -1.891  5.338  0.391
H  5.081  -0.555  5.023  0.294
H  5.481  -2.170  4.451  0.399
H  5.675  -1.421  2.043  0.304
H  4.553  -0.767  -0.029  0.524
H  1.611  -1.501  -2.443  -0.052
H  1.830  -0.924  -4.105  0.460
H  0.651  -0.156  -3.043  0.205
H  3.401  0.636  -4.605  0.345
H  5.507  1.798  -5.142  0.376
H  6.407  2.650  -3.881  0.383
H  5.000  3.405  -4.622  0.271
H  5.351  2.925  -1.582  0.387
H  3.809  3.279  0.447  0.582
H  4.948  1.986  0.893  0.546
H  3.208  1.827  1.198  -0.237
O  -0.775  3.922  0.224  -0.700
S  0.511  3.317  -0.029  1.207
O  1.601  4.259  -0.133  -0.720
O  0.804  2.211  1.031  -0.293
O  0.486  2.384  -1.254  -0.675

Entry 2:
DFT (ωB97M-V with the def2-TZVPD basis set) results for C30H39N9O6STi as an isolated structure in a non-equilibrium geometry.

Calculated values
Expectation value of S²   2.01
Spin multiplicity   3
Energy relative to the best compared isomer or geometry (same formula, charge and spin)   0.00 kJ/mol
E_LUMO (spin up / spin down)   -5.932 / -5.939 eV
Net charge   +2
HOMO energy (spin up / spin down)   -11.684 / -11.804 eV

Each line ends with the Mulliken charge.
Atoms and positions in Å:
Ti  -0.265  -1.075  0.311  -0.258
O  -3.383  5.089  0.237  -0.726
C  -2.203  4.897  0.540  0.182
O  -1.236  5.651  0.748  -0.719
C  -1.808  3.400  0.620  -0.842
C  -2.572  2.441  -0.034  -1.054
C  -2.094  1.147  -0.114  0.812
N  -0.947  0.807  0.500  1.120
C  -0.238  1.706  1.202  0.572
C  -0.633  3.025  1.260  -0.868
C  1.009  1.162  1.800  0.613
C  1.887  1.958  2.527  -0.797
C  3.061  1.412  3.007  -0.867
C  3.331  0.071  2.759  -1.429
C  2.400  -0.660  2.053  -0.235
N  1.255  -0.150  1.578  0.579
C  -2.760  0.035  -0.840  0.647
C  -3.944  0.234  -1.542  -0.915
C  -4.527  -0.825  -2.213  -0.941
C  -3.906  -2.066  -2.173  -0.941
C  -2.734  -2.189  -1.459  -0.276
N  -2.153  -1.178  -0.793  0.857
H  -3.495  2.782  -0.484  0.710
H  -0.054  3.807  1.732  0.637
H  1.658  3.000  2.688  0.587
H  3.765  2.025  3.554  0.481
H  4.252  -0.390  3.086  0.505
H  2.587  -1.704  1.815  0.729
H  -4.396  1.214  -1.565  0.536
H  -5.447  -0.683  -2.763  0.487
H  -4.315  -2.922  -2.692  0.467
H  -2.218  -3.144  -1.440  0.490
N  1.283  -4.164  4.631  -0.055
C  0.469  -3.688  3.437  1.152
C  -0.939  -3.368  3.911  -1.673
C  -1.826  -2.926  2.743  -0.026
N  -1.431  -1.574  2.274  -0.436
C  -1.779  -3.962  1.618  -1.044
C  -0.377  -4.381  1.167  0.012
N  0.318  -3.312  0.409  -0.189
C  0.475  -4.779  2.377  -1.461
H  1.284  -3.470  5.383  0.388
H  2.256  -4.352  4.378  0.382
H  0.893  -5.030  5.015  0.385
H  0.979  -2.790  3.085  -0.741
H  -0.930  -2.593  4.684  0.527
H  -1.382  -4.264  4.356  0.497
H  -2.849  -2.889  3.120  0.415
H  -1.025  -1.048  3.045  0.278
H  -2.272  -1.054  2.035  0.299
H  -2.365  -3.608  0.769  0.251
H  -2.283  -4.864  1.975  0.588
H  -0.475  -5.267  0.536  0.446
H  -0.138  -3.222  -0.503  0.220
H  1.257  -3.620  0.166  0.292
H  1.495  -5.014  2.057  0.503
H  0.051  -5.694  2.802  0.524
C  0.070  5.747  -2.902  -1.174
C  0.979  5.045  -1.905  -0.546
S  1.011  3.290  -2.101  1.372
O  1.722  2.691  -0.987  -0.608
O  -0.316  2.788  -2.392  -0.690
C  2.000  3.015  -3.562  -1.101
C  1.885  1.582  -4.085  -0.996
N  1.820  0.543  -3.045  0.150
C  0.711  -0.150  -2.704  1.277
N  0.933  -0.917  -1.627  -0.209
C  2.255  -0.732  -1.304  -0.456
C  2.800  0.160  -2.156  -0.499
N  4.136  0.673  -2.108  1.122
O  4.811  0.310  -1.168  -0.630
O  4.482  1.444  -2.982  -0.637
C  -0.552  -0.101  -3.483  -1.648
H  0.068  6.811  -2.673  0.418
H  -0.951  5.386  -2.811  0.297
H  0.407  5.622  -3.932  0.342
H  0.622  5.191  -0.882  0.355
H  2.020  5.370  -1.961  0.474
H  3.025  3.281  -3.314  0.497
H  1.631  3.686  -4.338  0.570
H  2.737  1.371  -4.725  0.391
H  0.976  1.480  -4.668  0.467
H  2.754  -1.240  -0.501  0.736
H  -0.350  -0.271  -4.542  0.643
H  -1.037  0.868  -3.370  0.194
H  -1.214  -0.890  -3.145  0.217

Entry 3:
DFT (ωB97M-V with the def2-TZVPD basis set) results for an isolated ion of composition C30H39O2Si2 and charge +1 in a non-equilibrium geometry.

Calculated values
Energy relative to the best compared isomer or geometry (same formula, charge and spin)   0.00 kJ/mol
E_LUMO   -2.749 eV
Net charge   +1
HOMO energy   -10.659 eV

Each line ends with the Mulliken charge.
Atoms and positions in Å:
C  2.324  3.190  0.379  -0.873
Si  2.015  2.169  -1.127  0.309
C  2.064  3.162  -2.692  -1.113
C  3.036  0.631  -1.298  -0.628
O  0.271  1.712  -0.956  -0.326
C  -0.457  0.731  -1.407  0.062
C  -0.010  -0.682  -1.351  1.036
C  -0.422  -1.337  -2.659  -2.087
O  -1.553  0.981  -2.034  -0.172
Si  -2.436  2.510  -2.302  0.128
C  -3.336  2.858  -0.734  -0.761
C  -1.204  3.792  -2.792  -1.007
C  -3.418  2.032  -3.788  -1.057
H  3.371  3.528  0.367  0.404
H  1.683  4.083  0.383  0.320
H  2.162  2.634  1.311  0.198
H  3.051  3.642  -2.772  0.402
H  1.935  2.510  -3.566  0.331
H  1.309  3.951  -2.734  0.367
H  4.097  0.922  -1.224  0.483
H  2.853  -0.124  -0.521  0.024
H  2.898  0.179  -2.292  0.327
H  1.086  -0.690  -1.271  -0.144
H  0.027  -2.339  -2.724  0.508
H  -1.512  -1.427  -2.734  0.354
H  -0.045  -0.733  -3.492  0.509
H  -3.993  3.718  -0.934  0.466
H  -3.959  2.022  -0.389  0.114
H  -2.650  3.140  0.077  0.286
H  -1.749  4.652  -3.211  0.478
H  -0.614  4.152  -1.943  0.256
H  -0.535  3.412  -3.573  0.316
H  -4.013  2.899  -4.108  0.379
H  -2.748  1.757  -4.615  0.315
H  -4.097  1.193  -3.594  0.339
C  2.443  0.740  5.454  -0.469
C  1.725  1.463  4.493  -0.803
C  1.221  0.831  3.349  -0.333
C  1.423  -0.548  3.140  0.408
C  0.921  -1.232  1.924  0.979
C  -0.007  -0.658  1.100  -1.408
C  -0.579  -1.310  -0.141  0.674
C  -2.121  -1.403  -0.159  -0.045
C  -2.728  -2.534  -0.726  -0.152
C  -4.120  -2.668  -0.736  -0.850
C  -4.919  -1.661  -0.184  -0.729
C  -4.311  -0.554  0.414  -0.965
C  -2.910  -0.425  0.424  -0.193
C  1.504  -2.582  1.613  0.475
C  0.691  -3.697  1.337  -0.007
C  1.261  -4.949  1.080  -0.820
C  2.648  -5.115  1.137  -0.539
C  3.469  -4.012  1.398  -0.832
C  2.901  -2.753  1.611  -0.403
C  2.109  -1.271  4.144  -0.449
C  2.640  -0.635  5.264  -0.748
H  2.863  1.236  6.332  0.384
H  1.566  2.534  4.637  0.387
H  0.680  1.422  2.606  0.484
H  -0.384  0.341  1.309  0.085
H  -0.234  -2.341  -0.189  0.961
H  -2.094  -3.317  -1.158  0.421
H  -4.561  -3.559  -1.186  0.425
H  -6.008  -1.760  -0.198  0.425
H  -4.921  0.223  0.880  0.559
H  -2.434  0.437  0.900  0.542
H  -0.400  -3.602  1.358  0.421
H  0.612  -5.792  0.837  0.419
H  3.096  -6.096  0.964  0.400
H  4.553  -4.119  1.444  0.410
H  3.543  -1.890  1.810  0.489
H  2.230  -2.351  4.045  0.458
H  3.205  -1.220  5.989  0.393

| no. | calculated total energy (eV) |
| --- | --- |
| 1 | -90272.93431 |
| 2 | -91376.18617 |
| 3 | -51591.36169 |